No. 1
C53H40NOP2PbSSe | ωB97M-V/def2-TZVPD

Calculated values
E in eV: -159129.8273
Energy above the lowest of the compared OMol25 structures with the same formula, charge and spin in eV: 0.4276
HOMO-LUMO gap in eV: 4.94
2S+1: 1
Net charge: +3

Geometry (Å):
Pb 0.01 -0.26 1.55
Se -1.05 -1.20 3.89
S 2.09 -0.30 -0.04
P -0.73 1.82 0.05
P -0.71 -2.36 0.13
O 2.96 -1.30 0.58
N 1.14 0.41 7.65
C 0.25 -2.77 -1.33
C -1.53 -4.52 1.73
C -3.34 -1.88 0.74
C -0.12 -0.49 5.36
C 2.69 -0.43 -3.99
C -5.18 -2.13 -0.78
C 1.02 -4.77 2.85
C 1.02 -3.62 -3.89
C 3.70 5.78 -1.17
C -4.70 -1.84 0.49
C -3.36 4.49 1.65
C -2.73 3.64 0.76
C 4.92 4.93 -0.72
C -1.22 2.93 2.52
C -0.11 0.77 7.37
C 1.19 5.06 -1.29
C -3.12 1.09 -1.16
C 1.79 -0.69 -1.73
C -0.01 -5.62 3.24
C -3.90 0.78 -2.26
C 1.53 -3.78 -5.30
C 0.78 -3.79 1.91
C -2.93 -2.46 -1.57
C 0.70 2.76 -0.53
C -2.92 4.57 2.97
C 1.41 -2.37 -3.37
C 2.30 -2.46 -5.58
C 2.10 2.49 -0.37
C -4.30 -2.43 -1.81
C -1.17 1.23 -2.60
C -0.78 0.36 6.23
C -0.50 -3.66 1.35
C 2.82 1.30 -0.04
C -1.75 1.34 -1.34
C 1.11 -1.91 -2.08
C 2.52 0.01 -2.68
C -1.85 3.79 3.40
C 2.18 -1.66 -4.32
C 4.19 1.28 0.16
C 0.30 -4.48 -3.10
C 4.97 2.43 0.01
C -1.28 -5.50 2.68
C 4.35 3.58 -0.41
C -0.08 -4.03 -1.83
C 1.76 -0.40 6.81
C -3.32 0.70 -3.53
C 0.31 4.01 -1.00
C 2.95 3.59 -0.59
C -2.45 -2.21 -0.29
C -1.66 2.85 1.19
C 2.52 4.85 -1.04
C 1.19 -0.90 5.65
C -1.96 0.91 -3.69
H 0.70 -3.93 -5.99
H -0.12 1.43 -2.74
H 1.88 -1.92 -6.43
H 5.40 5.36 0.16
H -1.52 0.85 -4.68
H -1.80 0.69 6.03
H 0.17 -6.39 3.98
H -3.42 5.24 3.66
H 3.56 6.67 -0.55
H 1.60 -3.15 1.58
H 4.66 0.34 0.41
H -4.96 0.62 -2.14
H 0.01 -5.47 -3.43
H 0.81 6.00 -1.65
H 2.17 -4.65 -5.37
H -2.98 -1.68 1.75
H -0.75 4.21 -1.13
H 3.35 -2.65 -5.82
H 5.68 4.86 -1.49
H -0.59 1.42 8.09
H -3.57 1.14 -0.18
H -4.18 5.10 1.31
H 2.01 -4.89 3.27
H -4.68 -2.65 -2.80
H -2.07 -6.17 2.98
H -1.50 3.87 4.42
H 6.04 2.38 0.19
H 1.72 -1.58 5.00
H -3.94 0.48 -4.39
H -6.25 -2.12 -0.97
H 3.28 0.15 -4.68
H 3.80 6.13 -2.20
H -0.37 2.37 2.87
H 3.01 0.93 -2.39
H -2.25 -2.70 -2.38
H -3.06 3.60 -0.27
H -2.52 -4.43 1.30
H 2.78 -0.68 7.08
H -5.39 -1.61 1.29
H -0.70 -4.68 -1.23



No. 2
C37H57BCaF4N12S3 | ωB97M-V/def2-TZVPD

Calculated values
E in eV: -119673.1652
Energy above the lowest of the compared OMol25 structures with the same formula, charge and spin in eV: 0.1882
HOMO-LUMO gap in eV: 7.31
2S+1: 1
Net charge: 0

Geometry (Å):
Ca 1.31 -0.07 -0.42
S -0.07 -1.14 2.38
S -0.08 3.40 -0.20
S -1.18 -1.09 -1.80
F 0.47 0.65 -5.44
F 3.43 4.04 -2.40
F 1.33 -0.18 -3.04
F 2.58 4.79 -4.76
N -1.60 1.06 2.17
N -0.91 0.80 4.22
N 1.69 -4.77 -0.61
N -3.22 -2.35 -0.39
N 3.32 -3.98 -2.24
N 2.74 1.34 -1.38
N 2.16 -2.38 -0.81
N -2.38 2.00 -0.10
N 2.98 0.66 1.47
N -2.55 -0.44 0.42
N -2.46 3.59 -1.62
N 3.83 -3.90 0.14
C 2.27 -4.97 -1.95
C -3.96 -2.09 0.76
C 4.36 -4.11 -1.22
C 3.62 2.10 -0.50
C 2.40 1.88 -2.58
C -3.54 -0.91 1.26
C 2.74 -2.65 -2.16
C -3.71 2.96 -1.59
C 1.13 -3.43 -0.55
C 3.24 -2.57 0.19
C 2.77 -4.88 0.37
C -2.18 4.67 -2.62
C 0.34 -0.99 5.50
C 2.71 3.15 -3.11
C -0.86 0.25 2.97
C -2.89 4.30 -3.93
C -2.34 -1.33 -0.58
C -4.91 -3.81 -1.40
C 1.63 1.09 -3.46
C -3.64 1.97 -0.69
C -0.70 4.82 -2.93
C -1.39 0.37 6.59
C 2.27 3.55 -4.36
C -1.66 1.98 4.16
C -2.07 2.14 2.89
C 2.23 1.74 2.13
C 1.19 1.50 -4.70
C 1.50 2.75 -5.18
C 0.78 1.43 5.88
C -3.42 -3.66 -1.09
C 4.08 1.22 0.65
C -2.94 -4.77 -0.14
C -0.29 0.40 5.52
C 3.56 -0.18 2.52
C -2.74 5.98 -2.06
C -1.65 3.01 -0.68
C -2.66 -3.79 -2.41
B -1.73 0.84 0.65
H 5.14 -3.37 -1.41
H 1.94 -2.56 -2.90
H -1.92 -4.56 0.20
H -3.82 5.90 -1.88
H -3.97 4.40 -3.87
H 3.50 -1.90 -2.37
H -1.89 1.33 6.69
H -2.94 -5.73 -0.65
H -0.60 5.49 -3.78
H 2.36 -4.73 1.37
H -0.63 0.70 0.23
H 4.12 0.43 3.25
H -3.58 -4.85 0.74
H -4.40 1.26 -0.40
H 4.52 2.43 -1.01
H 0.34 2.41 6.09
H 2.70 -5.97 -2.01
H 2.90 2.37 2.74
H 4.24 -0.91 2.10
H 0.70 -1.20 6.51
H 2.82 -2.41 1.18
H -2.64 2.93 2.44
H 1.15 3.09 -6.15
H -0.94 0.13 7.55
H 1.18 -1.05 4.81
H -1.80 2.62 5.01
H -2.92 -2.99 -3.10
H -1.58 -3.77 -2.26
H -2.57 6.78 -2.78
H -5.08 -4.76 -1.91
H 1.73 2.37 1.40
H 3.12 3.00 -0.12
H -2.94 -4.75 -2.84
H 4.77 1.79 1.28
H 4.80 -5.11 -1.27
H 1.50 1.55 5.06
H -0.38 -1.76 5.22
H -2.14 -0.38 6.35
H 1.32 1.10 6.77
H -2.64 3.27 -4.22
H -0.25 3.86 -3.18
H -4.52 3.26 -2.21
H -5.24 -3.01 -2.06
H -0.14 5.24 -2.09
H 2.76 -0.70 3.05
H 3.20 -5.88 0.32
H -3.86 -0.38 2.14
H 0.70 -3.26 0.44
H 1.47 1.30 2.77
H 0.34 -3.32 -1.29
H -5.53 -3.80 -0.50
H -2.54 4.97 -4.72
H -4.70 -2.76 1.15
H -2.24 6.23 -1.13
H 1.48 -4.88 -2.70
H 4.02 -1.83 0.00
H 4.63 0.38 0.23



No. 3
C29H39F3N4STi | ωB97M-V/def2-TZVPD

Calculated values
E in eV: -78769.1126
HOMO-LUMO gap (spin up / spin down) in eV: 4.78 / 7.37
2S+1: 3
Net charge: 0
<S²>: 2.0118

Geometry (Å):
Ti -0.43 -0.38 -0.21
S -1.26 2.04 0.85
F 5.91 -7.51 0.09
F 7.08 -6.09 -1.05
F 7.20 -6.09 1.11
N -1.55 -1.40 1.23
N 0.64 0.13 2.33
N 1.46 1.43 0.05
N -3.14 -2.37 2.42
C 3.17 -3.35 0.19
C -3.68 -0.08 1.67
C 3.89 -5.66 0.11
C -2.01 -3.10 -1.50
C 6.34 -6.24 0.08
C -0.17 -1.45 -2.27
C -2.11 -3.27 2.37
C 2.03 0.54 2.29
C -1.84 1.90 -2.53
C 2.88 -4.72 0.14
C 1.18 -1.60 0.07
C -2.17 -0.51 -1.68
C 4.51 -2.96 0.24
C -1.13 -2.67 1.64
C 2.11 -2.40 0.17
C 5.22 -5.25 0.14
C 2.24 1.67 1.27
C 0.82 -2.46 -2.77
C -0.24 0.84 3.23
C 5.52 -3.90 0.21
C -2.77 -1.25 1.73
C -1.45 -1.73 -1.74
C -3.67 -0.41 -1.57
C -0.09 -0.06 -2.56
C -1.33 0.52 -2.20
C -0.14 3.28 0.12
C -0.80 2.14 2.62
C 1.02 0.52 -3.38
C 1.05 2.64 -0.62
H -1.08 0.18 3.47
H 6.56 -3.59 0.23
H 1.85 -5.04 0.11
H 0.72 2.37 -1.62
H 3.66 -6.72 0.06
H -0.73 3.89 -0.56
H -1.69 2.45 3.17
H 3.31 1.78 1.07
H 2.40 0.86 3.27
H -1.24 -3.78 -1.12
H -2.57 1.84 -3.34
H 2.61 -0.32 1.96
H -2.39 -3.52 -2.43
H 0.19 3.93 0.94
H 0.68 -2.62 -3.84
H -3.57 0.54 2.56
H 2.00 0.32 -2.94
H -4.02 -2.50 2.88
H -4.06 -1.10 -0.82
H 0.25 1.11 4.18
H 0.58 -0.86 2.48
H -2.33 2.37 -1.68
H 1.03 0.06 -4.37
H -1.04 2.57 -2.87
H 0.70 -3.42 -2.27
H -0.17 -3.05 1.36
H -0.07 2.95 2.71
H -2.16 -4.23 2.84
H 1.90 2.62 1.70
H -2.83 -3.08 -0.78
H 1.96 0.80 -0.57
H -4.12 -0.68 -2.53
H 1.85 -2.13 -2.61
H 4.75 -1.91 0.29
H 1.85 3.39 -0.71
H 0.93 1.60 -3.53
H -3.46 0.53 0.80
H -4.72 -0.42 1.61
H -4.00 0.60 -1.32